No. 1
{
  "formula": "C17H35Cl26N4O",
  "method": "the ωB97M-V functional and the def2-TZVPD basis",
  "e_lumo_ha": -0.10205,
  "total_charge": 1,
  "homo_ev": -11.6,
  "total_energy_ha": -12927.69924,
  "elements": ["Cl", "Cl", "Cl", "Cl", "Cl", "Cl", "Cl", "Cl", "Cl", "Cl", "Cl", "Cl", "Cl", "Cl", "Cl", "Cl", "Cl", "Cl", "Cl", "Cl", "Cl", "Cl", "Cl", "Cl", "Cl", "Cl", "O", "N", "N", "N", "N", "C", "C", "C", "C", "C", "C", "C", "C", "C", "C", "C", "C", "C", "C", "C", "C", "C", "H", "H", "H", "H", "H", "H", "H", "H", "H", "H", "H", "H", "H", "H", "H", "H", "H", "H", "H", "H", "H", "H", "H", "H", "H", "H", "H", "H", "H", "H", "H", "H", "H", "H", "H"],
  "positions_angstrom": [[3.11233, 7.56200, -0.65600], [3.20793, -8.74743, 6.22398], [5.77825, -12.66924, 3.39864], [-0.86420, 7.77900, 3.65034], [4.01448, 1.32384, 0.60624], [9.11813, -4.52855, 4.48258], [0.85081, -3.28827, 2.01497], [5.18914, -6.29762, 0.38647], [-3.13092, 8.49609, -0.28350], [-0.65116, 6.90876, 0.87146], [1.11238, 1.70543, 0.64840], [7.93761, -10.71331, 3.69071], [-8.78144, -2.37606, -3.54804], [-5.02512, -0.49268, -3.20015], [-7.17123, 4.67931, 2.81835], [3.50571, -2.05385, 1.96403], [-4.38962, 5.51154, 2.44688], [2.98508, 4.63049, -0.63999], [-2.37370, -5.18996, -2.54468], [10.02497, -7.00127, 3.20496], [-2.24712, -1.30101, -3.67723], [-5.14084, -4.35326, -2.12328], [-7.74454, -3.42112, -6.07720], [6.02381, -8.79159, 7.01015], [5.39873, -5.98708, 3.28655], [-5.94798, 8.28496, -1.00213], [-0.29600, 4.33856, -3.70529], [-4.30280, 3.96914, -2.11112], [-3.08722, 5.34764, -3.29836], [-2.61113, 4.09415, -3.47197], [-3.19806, 1.92546, -2.70351], [-5.99554, 5.39613, 1.71470], [5.59717, -5.20417, 1.71051], [0.23538, 7.31904, 2.35475], [2.59209, 1.56287, 1.61898], [8.93277, -5.61985, 3.10468], [4.72772, -7.84687, 6.26894], [1.93403, -2.18838, 1.15898], [-3.91420, -5.58678, -1.77756], [-3.76786, -1.69350, -2.84807], [0.45152, 3.32413, -3.00944], [6.72922, -11.69589, 4.52761], [-7.34656, -2.89733, -4.43758], [-4.51751, 9.33005, -0.98630], [-3.35398, 3.23804, -2.76703], [2.09237, 6.13790, -0.87494], [-4.13048, 5.20125, -2.46119], [-1.43582, 3.87309, -4.33601], [-2.72058, 1.44353, -3.44711], [4.58123, -6.94237, 6.84781], [6.62936, -4.89221, 1.60090], [2.09196, -2.56405, 0.15463], [7.91066, -5.98543, 3.09180], [0.09855, 2.31162, -3.22050], [-6.65645, -2.05933, -4.50239], [-1.38508, 2.82202, -4.61888], [7.23866, -12.35965, 5.21622], [-3.58901, -1.70859, -1.77921], [-4.73446, 10.21607, -0.40121], [-4.12468, -2.66770, -3.18279], [9.15154, -5.07078, 2.19479], [1.47503, 3.37652, -3.37221], [6.06051, -11.03681, 5.06898], [-5.92827, 4.77620, 0.82713], [-4.71169, 6.04830, -2.13235], [4.94188, -4.34255, 1.66776], [-4.28109, 9.60657, -2.00722], [-3.77062, -5.63918, -0.70485], [1.47632, -1.20582, 1.12225], [0.41920, 3.46929, -1.93124], [-6.89528, -3.73184, -3.90910], [-6.32718, 6.39384, 1.45075], [1.28016, 6.16840, -0.15724], [2.72056, 2.47242, 2.19409], [-2.71038, 6.18272, -3.71602], [1.69237, 6.14668, -1.88416], [0.80623, 6.45229, 2.66833], [5.01291, -7.60086, 5.25310], [-4.26438, -6.53890, -2.15795], [-3.57417, 1.37214, -1.95548], [2.49003, 0.71159, 2.28347], [-1.55002, 4.45145, -5.25316], [0.90048, 8.14841, 2.14214]],
  "atomic_forces_ev_per_a": [[-0.078, 0.006, 0.030], [-0.027, 0.041, -0.040], [-0.027, -0.019, 0.039], [0.037, -0.017, -0.016], [-0.019, 0.040, -0.004], [-0.076, 0.058, -0.022], [-0.022, 0.026, -0.039], [0.024, 0.052, -0.029], [-0.036, 0.073, -0.065], [-0.178, -0.041, 0.132], [-0.113, -0.055, 0.051], [0.002, 0.056, 0.055], [0.058, 0.039, 0.081], [-0.112, -0.126, 0.108], [-0.023, 0.002, -0.054], [-0.025, 0.072, 0.008], [0.077, 0.043, -0.099], [0.080, -0.091, 0.001], [-0.005, 0.004, 0.026], [-0.018, -0.028, -0.043], [0.002, 0.042, 0.043], [-0.390, -0.614, 0.417], [0.060, -0.020, -0.017], [0.064, 0.045, -0.016], [-0.064, 0.148, -0.032], [-0.107, -0.003, -0.074], [-0.122, -0.729, -0.137], [-0.300, -1.482, 0.432], [-1.310, -0.141, 0.816], [1.466, -0.799, -1.645], [0.666, 0.223, -0.401], [-0.063, 0.019, -0.057], [-0.073, 0.049, -0.102], [0.117, 0.092, 0.228], [0.162, 0.012, 0.102], [-0.042, -0.055, -0.108], [-0.016, 0.060, -0.014], [-0.056, -0.027, -0.089], [0.114, -0.148, 0.039], [0.032, -0.081, -0.256], [0.361, -0.111, 0.029], [-0.025, 0.011, 0.078], [0.067, 0.009, -0.072], [0.082, 0.096, -0.050], [-0.917, 1.450, 0.785], [-0.081, -0.036, -0.063], [0.623, 1.016, -0.232], [0.396, 0.658, 0.128], [0.064, -0.235, 0.176], [-0.013, -0.062, 0.072], [0.026, -0.085, 0.022], [0.051, -0.064, 0.043], [0.173, -0.056, 0.141], [-0.228, 0.101, -0.119], [-0.182, -0.140, -0.032], [-0.109, -0.086, 0.200], [0.040, -0.037, -0.082], [0.019, 0.025, -0.013], [-0.048, -0.085, 0.089], [0.381, 0.553, -0.112], [0.121, 0.019, 0.057], [0.093, 0.113, 0.205], [-0.012, 0.031, -0.076], [0.029, -0.068, 0.061], [-0.076, 0.040, 0.076], [-0.057, -0.086, 0.053], [-0.033, -0.044, -0.007], [-0.004, 0.105, -0.007], [0.013, -0.004, 0.065], [0.009, 0.187, -0.006], [-0.153, 0.055, -0.120], [0.020, 0.021, 0.098], [0.301, -0.018, -0.133], [-0.042, 0.062, -0.108], [0.271, -0.159, -0.154], [0.110, 0.022, -0.030], [-0.092, -0.060, -0.037], [0.007, -0.161, 0.042], [-0.022, 0.061, -0.100], [-0.402, 0.179, -0.024], [-0.015, -0.041, -0.070], [-0.315, 0.068, 0.056], [-0.087, 0.035, -0.079]]
}


No. 2
{
  "formula": "C17H35F8NNbOP2S",
  "method": "the ωB97M-V functional and the def2-TZVPD basis",
  "e_lumo_ha": 0.04698,
  "total_charge": -1,
  "homo_ev": -5.1,
  "total_energy_ha": -2735.45020,
  "elements": ["Nb", "S", "P", "P", "F", "F", "F", "F", "F", "F", "F", "F", "O", "N", "C", "C", "C", "C", "C", "C", "C", "C", "C", "C", "C", "C", "C", "C", "C", "C", "C", "H", "H", "H", "H", "H", "H", "H", "H", "H", "H", "H", "H", "H", "H", "H", "H", "H", "H", "H", "H", "H", "H", "H", "H", "H", "H", "H", "H", "H", "H", "H", "H", "H", "H", "H"],
  "positions_angstrom": [[-2.00614, 1.98813, -0.60866], [-3.89864, 4.83682, 0.82692], [-2.97813, 1.18945, 1.68673], [-2.00716, 4.41834, 0.38946], [0.98855, 3.42842, -2.08478], [2.59810, 2.54645, -0.92082], [0.64459, 3.13576, 0.70126], [0.81458, 0.95031, 0.45598], [1.38514, 1.28748, -2.20393], [-6.61630, 1.59323, -2.66566], [-6.13215, 2.84190, -4.38921], [-6.52016, 3.76715, -2.46294], [-3.96916, 3.92878, -2.73251], [-1.90033, 1.49187, 2.83914], [4.68386, -1.16978, 1.80572], [4.10946, -0.12449, 4.05612], [-1.23317, -1.83766, 0.31536], [-4.42193, 2.58389, -2.73394], [2.80088, -2.77409, -0.21765], [1.33908, 2.34040, -1.33750], [0.32894, 2.09918, -0.20230], [-5.90962, 2.69987, -3.04200], [4.98825, -2.50218, 1.11264], [-1.97430, -1.15959, -0.85880], [1.79579, -3.79713, -0.76332], [-4.07707, 1.79421, -1.48899], [3.75021, -3.35675, 0.83197], [4.92370, -1.18127, 3.31607], [-0.60215, -3.19562, -0.02751], [0.43219, -3.21396, -1.17397], [-1.27926, 0.08278, -1.45730], [-0.20599, -0.05652, -1.42872], [3.38229, -2.35027, -1.04475], [3.19176, -3.48256, 1.76740], [-2.08840, -1.88989, -1.66932], [-0.11390, -3.56612, 0.88164], [4.69155, -2.17307, 3.71975], [3.64535, -0.88455, 1.63165], [-1.20860, 4.55756, 1.53036], [-4.01181, 2.04469, -3.59398], [4.36778, 0.87773, 3.69984], [5.50232, -2.32487, 0.15999], [-1.42559, 5.36287, -0.46696], [-2.99199, -0.91863, -0.53822], [5.28298, -0.37378, 1.35761], [1.64650, -4.56799, -0.00147], [-3.20561, 3.98872, -3.30489], [5.68354, -3.07197, 1.73708], [2.24232, -4.28758, -1.63616], [-1.40078, -3.91433, -0.24580], [5.98865, -1.01203, 3.50563], [-1.93514, -2.00923, 1.13835], [4.28965, -0.15640, 5.13397], [0.58915, -2.19769, -1.53891], [3.03885, -0.25597, 3.88628], [-1.75411, 2.78770, -2.22143], [-4.22884, 1.78908, 1.93435], [-3.39520, -0.16343, 1.70246], [-4.79340, 1.98473, -0.68301], [-0.46792, -1.16379, 0.70443], [-1.03379, 1.88585, 2.48603], [-4.15514, 0.72958, -1.75102], [-1.53935, 0.18736, -2.52047], [4.07174, -4.35438, 0.50933], [0.03868, -3.77544, -2.02662], [2.24477, -1.93729, 0.21997]],
  "atomic_forces_ev_per_a": [[-0.307, -1.286, 0.136], [0.128, -0.327, -0.225], [-0.326, 0.562, 0.332], [0.137, -0.112, 0.149], [0.190, -0.580, 0.636], [-0.179, -0.060, 0.068], [-0.048, -0.379, -0.233], [-0.311, 0.479, -0.315], [0.014, 0.509, 0.490], [0.432, 0.513, -0.226], [0.208, -0.104, 0.592], [0.480, -0.849, -0.166], [-0.274, 0.087, -0.055], [-0.041, -0.121, -0.489], [-0.047, 0.147, 0.010], [0.088, 0.117, -0.047], [-0.059, -0.018, -0.126], [0.137, 0.104, -0.165], [-0.162, 0.247, 0.134], [-0.107, 0.084, -1.081], [0.752, 0.490, 0.067], [-1.277, 0.249, -0.141], [0.026, -0.012, -0.191], [-0.112, -0.044, -0.035], [0.055, -0.051, -0.225], [0.307, -0.099, -0.331], [0.025, 0.016, 0.036], [-0.007, -0.024, 0.079], [0.062, 0.067, 0.146], [0.053, 0.099, 0.081], [0.479, 0.226, 0.439], [0.009, -0.134, -0.069], [-0.058, -0.001, 0.030], [0.002, -0.152, -0.022], [-0.077, -0.022, 0.039], [-0.052, 0.005, -0.020], [-0.050, 0.017, -0.030], [-0.093, -0.021, -0.111], [0.191, 0.082, -0.002], [0.010, 0.041, -0.020], [-0.029, -0.057, 0.050], [-0.033, -0.013, 0.077], [0.174, 0.147, -0.041], [-0.061, -0.039, -0.055], [-0.024, 0.052, 0.031], [-0.075, -0.108, -0.077], [0.282, -0.056, 0.041], [0.039, -0.015, -0.038], [0.028, -0.091, 0.161], [0.028, 0.068, -0.001], [0.004, -0.116, 0.048], [0.071, 0.078, -0.032], [-0.004, 0.012, -0.075], [0.018, 0.089, -0.070], [0.026, -0.045, 0.006], [-0.394, 0.156, 0.386], [-0.137, -0.107, 0.147], [-0.129, -0.114, -0.041], [0.121, 0.105, 0.050], [0.048, 0.031, 0.003], [0.071, 0.030, 0.024], [-0.101, -0.005, 0.104], [-0.160, 0.208, 0.051], [-0.030, 0.035, 0.036], [0.002, 0.007, 0.093], [0.069, 0.003, -0.018]]
}


No. 3
{
  "formula": "C17H35F9O11",
  "method": "the ωB97M-V functional and the def2-TZVPD basis",
  "smiles": "CCOC(=O)C(F)(F)F.CCOC(=O)C(F)(F)F.CCOC(=O)C(F)(F)F.CO.CO.CO.CO.CO",
  "e_lumo_ha": 0.00807,
  "homo_ev": -9.6,
  "total_energy_ha": -2395.13567,
  "elements": ["F", "F", "F", "F", "F", "F", "F", "F", "F", "O", "O", "O", "O", "O", "O", "O", "O", "O", "O", "O", "C", "C", "C", "C", "C", "C", "C", "C", "C", "C", "C", "C", "C", "C", "C", "C", "C", "H", "H", "H", "H", "H", "H", "H", "H", "H", "H", "H", "H", "H", "H", "H", "H", "H", "H", "H", "H", "H", "H", "H", "H", "H", "H", "H", "H", "H", "H", "H", "H", "H", "H", "H"],
  "positions_angstrom": [[-1.73364, -5.95703, 1.79033], [0.36201, -0.82150, 5.63017], [-3.42105, 3.93341, -4.14934], [-2.01323, -4.74314, 3.55711], [-0.12955, -4.66862, 2.41771], [-3.89978, 2.29169, -5.50468], [-0.83202, 0.84406, 6.22739], [-1.53623, -0.50650, 4.65460], [-4.15550, 4.29350, -6.12455], [3.78415, -1.97467, 0.43857], [-2.43692, -3.84569, 0.28891], [-0.38521, 0.98265, 2.96214], [-1.30510, 4.23092, -6.42770], [1.45492, 1.14044, 4.27500], [3.02726, 0.76460, -0.15583], [-2.28178, 1.32722, 0.29180], [2.30426, -2.98304, -1.69550], [-2.37168, -2.56024, 2.17598], [-1.31479, 2.30985, -5.23612], [0.24839, 0.25854, -0.42016], [2.33856, 1.44704, 3.17401], [1.87501, -4.00997, -0.81064], [3.66069, 1.59923, -1.08111], [-0.48177, 0.12264, 5.19917], [-1.86101, 3.40559, -5.82770], [-3.25163, -1.66552, 1.47616], [-2.16177, -3.67010, 1.42978], [0.11957, 2.35608, -5.18743], [0.59110, 1.20476, -4.32149], [0.21225, 0.84274, 4.02706], [-0.41772, -1.02222, -0.63140], [-3.32502, 3.48114, -5.40197], [2.58011, 2.99381, 3.08954], [-1.48116, -4.77185, 2.28775], [-2.47595, 1.78878, -1.01031], [3.10184, -2.13446, 1.72667], [-3.48328, -0.48906, 2.32621], [0.13219, 1.26436, -3.31694], [4.19043, 1.03879, -1.85931], [3.75997, -1.07209, 0.13133], [-4.13376, 0.25931, 1.83845], [2.93665, 3.27162, 4.08901], [-2.68931, 0.95947, -1.70346], [0.51305, 2.33249, -6.22028], [-4.16545, -2.20670, 1.23479], [1.62649, 3.46905, 2.85622], [-0.44307, 0.81880, -0.01804], [0.28010, 0.30785, -4.77135], [-3.26131, 2.59325, -1.02376], [3.24041, 0.87573, 3.35136], [3.01927, -2.49597, -1.18896], [2.95642, 2.24143, -1.58147], [1.20534, -4.64619, -1.39651], [4.35960, 2.13727, -0.51717], [2.11708, 0.53067, -0.49113], [2.04881, -1.91252, 1.64671], [1.37671, -3.56908, 0.09676], [3.27494, -3.15455, 2.04026], [1.69899, 1.32564, -4.32547], [3.57822, -1.43494, 2.37737], [1.90664, 1.07444, 2.20538], [3.31369, 3.21116, 2.25277], [-2.81330, -1.33475, 0.53668], [-2.37542, 2.05242, 0.91552], [-1.53552, 2.30156, -1.37073], [-2.58611, 0.00191, 2.59093], [0.35378, -1.68775, -1.05233], [-1.23561, -0.94178, -1.37242], [0.40702, 3.33138, -4.77768], [-0.73625, -1.36939, 0.36135], [-3.91302, -0.79126, 3.31098], [2.68802, -4.57669, -0.30901]],
  "atomic_forces_ev_per_a": [[-0.126, -0.483, -0.429], [0.135, -0.309, 0.305], [0.390, -0.254, 0.344], [0.578, 0.059, -1.040], [-0.989, 0.421, -0.271], [0.075, -0.771, 0.443], [-0.488, 0.779, 0.455], [-0.097, 0.280, 0.837], [1.487, -0.105, 0.015], [-0.248, -1.403, 0.639], [-0.233, -0.041, -0.350], [1.136, 0.015, 1.766], [1.285, 1.923, -1.585], [0.408, -0.105, 0.449], [-1.541, -1.056, -0.051], [0.122, -0.689, 0.637], [1.170, 0.363, 0.845], [0.079, -1.332, -1.140], [-0.724, 0.996, -0.498], [-0.733, -0.354, -0.303], [-0.376, 0.923, -1.920], [-0.079, 0.546, 1.039], [-0.258, -0.863, -0.874], [0.486, -1.325, -1.302], [-0.677, -2.153, 2.020], [-0.291, 0.390, -0.792], [0.865, 0.596, 1.325], [0.348, 0.215, -0.220], [0.550, 1.874, 0.201], [-1.372, 0.542, -2.417], [1.105, 0.422, -0.039], [-2.336, 0.542, -0.702], [0.351, -1.612, -0.334], [0.159, 0.064, 1.729], [0.406, 2.070, -1.147], [1.001, 0.532, -1.810], [-1.624, 0.471, 1.599], [0.562, 0.040, -0.352], [0.032, -0.079, 0.029], [-0.325, 1.026, 0.320], [0.158, -0.568, 0.192], [0.091, 0.471, -0.484], [-0.152, 0.338, 0.482], [-0.128, -0.220, 0.463], [-0.060, -0.046, 0.057], [0.131, 0.123, 0.104], [0.402, -0.120, 0.072], [-0.079, -1.392, -0.518], [0.384, -0.991, -0.319], [0.193, 0.110, 0.284], [-1.076, -0.758, -0.598], [-0.270, 0.547, -0.118], [0.104, -0.057, 0.469], [1.129, 1.163, 0.488], [0.792, 0.219, 0.618], [-0.435, -0.011, -0.037], [-0.257, -0.326, -0.912], [-0.039, -0.111, 0.082], [-0.725, -0.583, 0.445], [0.131, 0.299, 0.925], [0.211, 0.310, 1.034], [-0.746, -0.209, 1.201], [0.145, -0.279, -0.039], [0.069, -0.030, 0.026], [-0.790, -0.515, 0.065], [1.121, 0.499, -0.060], [-0.386, 0.138, 0.232], [0.189, -0.016, 0.555], [-0.008, -0.154, 0.032], [-0.159, -0.189, -0.520], [-0.070, 0.193, -0.738], [-0.082, 0.009, -0.903]]
}